DFT (wB97M-V/def2-TZVPD) results for a molecular structure, C37H41FIN7O4PSYb.

Computed properties:
* molecular weight: 1029.76 g/mol
* DFT total energy: -120113.0088 eV
* highest occupied orbital energy (spin up / spin down): -10.91 / -10.91 eV
* energy above the lowest of the compared OMol25 structures with the same formula, charge and spin: 127.5 kcal/mol
* 2S+1: 2
* total charge: +2
* lowest unoccupied orbital energy (spin up / spin down): -0.19740 / -0.30156 hartree
* ⟨S²⟩: 0.76

Structure (XYZ):
```
94
Properties=species:S:1:pos:R:3:forces:R:3:mulliken_spin:R:1
C 19.562 10.879 8.402 0.97 0.63 0.75 -0.04
H 11.290 14.183 14.520 0.28 -0.60 0.19 0.00
H 13.751 6.599 6.361 0.60 -0.15 0.94 0.00
H 19.220 5.827 13.812 -0.17 0.08 -0.65 0.00
H 13.274 14.173 10.583 0.35 -0.52 0.03 0.00
C 12.022 13.383 14.273 -1.23 0.05 0.01 0.00
C 11.886 7.382 11.564 -0.11 0.42 -1.83 0.00
N 14.326 13.307 13.094 -0.61 0.73 0.06 0.00
I 17.088 6.684 11.708 0.95 0.18 0.05 0.08
C 15.027 13.950 11.911 -1.14 -0.49 0.82 0.00
H 21.175 11.476 5.313 0.29 0.08 -0.24 0.00
N 10.465 7.546 11.308 -0.95 -0.38 -0.07 0.00
H 14.898 11.778 10.066 1.25 -0.48 -0.56 0.00
C 14.786 8.215 7.347 1.35 -1.38 -0.10 -0.03
C 17.235 12.953 6.982 0.86 -0.80 0.18 0.00
C 20.488 11.605 7.380 -0.85 0.54 -0.24 0.00
H 13.545 14.989 14.169 -0.86 -0.75 -0.52 0.00
Yb 13.310 11.041 12.693 0.03 0.33 -0.78 0.00
H 14.997 10.462 15.034 -0.16 -0.54 0.22 0.00
C 19.069 9.148 6.662 0.08 0.86 2.19 0.08
C 22.085 5.679 9.443 1.80 -0.07 -1.13 0.02
H 10.869 12.729 12.644 0.57 -0.30 0.60 0.00
H 16.778 11.975 13.423 0.54 0.20 0.00 0.00
H 16.217 9.655 8.082 -0.39 -0.51 0.09 0.00
H 19.968 9.242 4.772 0.47 1.48 0.76 0.00
H 23.093 5.206 9.497 -0.87 0.48 0.13 0.00
C 18.756 12.260 8.528 -0.23 -0.15 -0.16 0.02
F 8.285 7.041 8.457 0.00 -0.03 0.31 0.00
P 18.388 8.329 9.231 -0.34 -0.53 -1.80 0.37
C 19.677 12.961 7.471 0.15 -1.16 -0.28 0.01
H 16.329 13.173 6.446 -0.75 -0.22 0.42 0.00
C 12.540 8.707 11.781 0.99 1.50 0.73 0.00
H 16.680 11.818 15.252 -0.26 0.95 -1.21 0.00
H 20.108 10.762 9.372 -0.50 -0.12 -0.63 0.01
H 19.810 6.703 7.233 0.31 0.60 -0.72 -0.01
C 15.194 13.194 14.250 1.08 0.09 1.69 0.00
H 21.421 5.131 13.972 0.09 0.01 -1.14 0.00
H 14.562 13.204 15.180 0.55 -0.19 -0.79 0.00
C 21.842 5.343 11.810 0.65 0.73 0.66 0.01
H 7.697 8.639 12.545 0.18 -0.61 -0.18 0.00
O 6.610 8.233 10.388 -0.03 -0.16 0.39 0.00
O 12.409 9.675 10.958 -0.05 -1.15 0.61 0.00
C 21.371 5.895 10.604 -2.40 -0.38 0.46 0.00
H 15.853 14.090 14.348 -0.36 -0.38 -0.02 0.00
C 20.571 10.983 6.052 -0.31 -0.95 -0.78 0.09
C 9.632 8.278 12.158 0.75 -0.11 0.36 0.00
H 14.080 8.938 7.033 -0.57 0.67 -0.14 0.00
N 11.370 12.296 13.448 0.58 1.88 -1.33 0.00
H 18.913 12.574 9.577 -0.46 0.30 -0.60 0.00
H 16.075 13.559 11.834 -0.94 0.29 0.15 0.00
C 19.203 6.378 11.700 0.90 -0.37 0.48 0.00
C 20.334 6.610 8.161 -0.54 0.18 -0.18 0.02
H 10.633 11.841 13.931 -0.61 -0.55 0.90 0.00
S 18.628 13.404 6.014 0.51 -0.02 1.31 0.00
N 14.077 12.142 10.471 -2.12 0.40 0.22 0.00
C 7.705 7.857 10.690 0.89 -0.59 -1.45 0.00
C 19.925 9.842 5.727 -0.35 -0.94 -1.01 -0.01
H 15.304 4.902 7.284 0.50 -0.33 -0.30 0.00
N 17.367 12.352 8.108 -0.48 0.51 -0.31 0.00
H 21.460 11.837 7.758 0.91 -0.26 0.26 0.01
C 19.008 9.564 7.978 -0.28 -0.33 -0.42 0.16
C 9.969 7.111 10.063 0.08 0.74 0.50 0.00
H 12.677 14.573 12.625 0.19 -0.07 0.56 0.00
O 10.077 9.068 12.992 -0.80 -1.17 -0.81 0.00
H 18.603 8.211 6.410 -0.10 0.00 -0.39 0.00
H 12.287 7.014 10.581 -0.05 0.00 1.12 0.00
H 14.884 14.008 9.841 -0.33 0.18 -0.43 0.00
H 22.875 5.005 11.794 -0.22 -0.27 0.22 0.00
C 16.999 7.676 8.312 -1.07 -0.37 -0.13 0.05
N 15.329 10.713 14.117 -0.06 -0.17 -0.41 0.00
H 15.041 15.049 12.096 0.28 -0.55 -0.33 0.00
C 21.601 6.019 8.202 0.23 0.00 0.32 0.00
C 15.580 5.936 7.397 -0.09 0.06 0.72 0.00
C 20.021 6.469 10.517 0.60 -0.73 1.74 0.01
H 22.278 5.892 7.338 -0.99 -0.12 0.28 0.00
C 19.574 6.953 9.287 1.05 0.17 -0.43 0.03
C 15.984 8.582 7.949 0.22 1.25 0.01 0.05
H 15.902 9.937 13.762 -0.35 0.37 0.39 0.00
C 16.757 6.317 8.065 0.11 -1.03 -0.01 0.01
N 8.257 7.979 11.986 0.54 1.78 0.18 0.00
H 10.728 6.850 9.358 0.17 -0.42 -0.32 0.00
O 13.252 8.822 12.844 -0.33 -0.94 -0.88 0.00
H 17.484 5.513 8.376 -0.84 1.07 -0.33 0.00
H 12.158 6.733 12.380 -0.31 -0.36 0.22 0.00
C 13.117 14.143 13.548 1.57 0.18 -1.07 0.00
C 8.702 7.267 9.702 -0.92 0.41 1.07 0.00
H 20.267 13.811 7.796 -0.05 0.09 -0.02 0.00
H 13.300 11.782 9.851 1.01 1.04 0.88 0.00
H 12.320 12.881 15.197 0.23 0.35 0.02 0.00
C 16.117 11.943 14.277 -0.24 -0.17 0.70 0.00
C 14.605 6.858 7.025 -0.17 1.02 -0.58 0.06
C 21.096 5.425 12.951 0.10 -0.19 0.52 -0.01
C 19.769 5.881 12.863 -0.79 0.45 0.31 0.00
C 14.231 13.625 10.624 0.81 -0.23 -0.04 0.00
```
Positions in Å, forces in eV/Å.

***

DFT (wB97M-V/def2-TZVPD) results for a molecular structure, C37H42BiN5O2PS2.

Computed properties:
* molecular weight: 892.86 g/mol
* DFT total energy: -87390.6955 eV
* highest occupied orbital energy (spin up / spin down): -5.56 / -6.84 eV
* energy above the lowest of the compared OMol25 structures with the same formula, charge and spin: 22.7 kcal/mol
* 2S+1: 2
* lowest unoccupied orbital energy (spin up / spin down): 0.01349 / 0.00316 hartree
* ⟨S²⟩: 0.75

Structure (XYZ):
```
90
Properties=species:S:1:pos:R:3:forces:R:3:mulliken_spin:R:1
H 4.130 -5.258 -1.392 -0.60 0.16 0.14 0.00
C 4.060 2.734 -1.318 1.06 -0.07 0.23 0.00
C 4.505 1.451 -1.591 0.03 -0.71 -0.08 0.00
C -2.498 1.823 -2.254 2.02 0.10 -0.66 -0.01
H -3.027 -0.520 6.588 0.05 -0.18 -0.91 0.00
H -4.742 -1.977 1.964 -0.10 -0.21 0.01 0.00
H 5.565 1.189 -1.429 -0.67 0.13 -0.40 0.00
C -0.102 -1.611 -4.516 -0.68 0.44 0.06 0.00
H 0.834 1.323 -6.819 -0.08 -0.65 0.17 0.00
H 0.747 2.282 -1.736 -0.29 0.13 0.06 0.00
N 0.646 3.018 2.351 0.88 0.85 -1.03 0.02
H -0.422 -3.640 -0.112 0.57 0.18 0.08 0.00
S -3.298 2.361 -0.788 -0.71 0.24 1.12 0.00
C 3.422 -3.772 -2.775 -0.21 -0.64 2.31 0.00
C -1.097 -1.039 3.838 -0.78 -0.18 0.99 0.00
S -1.915 2.872 3.155 0.29 0.11 0.24 0.08
H -4.160 0.237 0.434 -0.40 0.90 -0.18 -0.01
H 2.646 -4.313 0.504 0.14 -0.34 0.66 0.00
H 0.514 -2.234 3.163 0.31 -0.86 -0.17 0.00
H -0.549 4.325 5.086 0.80 0.09 -0.11 0.00
H -1.266 3.489 -0.040 0.70 -0.63 0.10 0.01
H -5.149 -0.279 2.247 0.34 -0.47 0.14 -0.01
H 1.027 0.487 2.520 -0.26 -0.64 -0.35 0.01
C 1.542 -0.969 1.135 -0.49 -0.52 1.89 0.09
C 1.798 2.052 -1.726 0.05 0.87 0.69 0.05
C -1.448 -0.856 5.164 0.06 0.09 -0.34 -0.02
C 1.918 -2.742 -0.614 -0.07 0.58 -1.03 0.04
H 2.472 4.075 -1.214 -0.54 0.09 -0.04 0.00
C -2.293 3.738 -0.201 -0.36 0.44 1.24 0.01
C 0.575 0.443 -6.208 1.49 2.60 1.95 0.00
H 2.521 -1.088 1.623 0.01 0.08 -0.62 0.00
H 0.961 -0.890 4.209 0.43 -0.05 0.58 0.00
C 3.424 -4.427 -1.521 0.60 0.79 -0.75 0.00
H -0.519 -2.354 -3.892 0.00 -0.91 0.79 0.00
H -4.846 -2.109 -0.223 1.13 0.34 -0.39 0.00
H 4.801 3.471 -1.001 -0.33 -0.02 -0.11 0.00
H -2.735 -3.252 -1.160 0.33 0.36 -0.15 0.00
N -1.406 -1.828 -0.149 0.10 0.40 -0.79 0.03
C 1.911 3.499 2.410 1.01 0.18 0.79 0.00
H -0.783 -2.995 1.391 -0.16 0.16 1.13 0.00
H -1.085 -1.440 -1.063 -0.34 -0.59 0.78 -0.10
C 1.563 4.545 4.538 -1.75 -1.14 0.06 0.00
H 1.560 1.318 -4.418 -0.28 -0.04 -0.30 0.00
H 2.623 -2.111 -3.870 0.26 -0.31 0.15 0.00
C 2.417 4.185 3.517 -0.12 -0.60 -0.88 0.00
C 0.616 -0.544 -3.971 0.55 0.36 -0.16 0.02
P 0.941 -0.527 -2.173 -0.10 -0.91 0.26 0.01
H 1.831 5.000 5.489 0.21 0.08 -0.44 0.00
H 1.530 -0.263 0.339 0.19 0.90 -0.41 -0.01
C 0.256 4.112 4.361 -1.46 0.87 1.38 -0.01
H -4.792 -0.535 4.768 -0.36 0.02 0.09 0.00
C -2.654 -2.593 -0.282 -1.04 1.46 -0.46 0.01
C 0.949 0.503 -4.809 0.02 -0.37 -1.44 0.00
Bi -1.291 0.551 1.045 0.25 0.07 -0.12 0.62
C 1.892 -2.101 -1.897 -0.30 -0.13 1.54 -0.01
C 2.204 0.748 -1.906 0.52 -0.10 -1.24 -0.07
C -4.315 -0.978 2.026 -0.36 0.53 1.14 -0.03
H -0.503 -0.662 -7.739 0.51 0.37 0.97 0.00
C -0.141 -0.584 -6.685 -1.26 -1.41 -1.56 0.00
C -3.759 -0.712 4.547 0.69 -0.54 -1.44 -0.01
N -2.047 -1.113 2.918 -0.51 -0.08 -0.90 0.04
C -3.839 -1.578 -0.296 -0.45 -1.45 -0.26 0.02
N 0.624 -0.417 2.223 0.00 1.22 -1.29 0.00
H -1.200 -2.397 -6.221 0.91 0.61 0.61 0.00
H -2.650 4.069 0.831 0.11 -0.49 -1.56 0.00
H 2.549 3.279 1.546 -0.47 -0.21 0.43 0.00
C 0.317 -1.208 3.412 -0.07 0.32 -0.35 0.00
H -2.802 -3.276 0.528 0.31 -0.21 0.97 0.00
H -3.129 1.203 -2.846 -1.05 -0.01 -0.57 0.01
H -1.632 1.152 -2.119 0.02 0.43 0.51 0.03
H -2.136 2.701 -2.807 -0.31 -0.35 -0.15 0.01
C 2.664 -2.645 -2.914 -0.64 1.08 -1.19 -0.01
H 4.073 -4.106 -3.525 0.59 -0.44 -1.16 0.00
H 3.467 4.318 3.626 0.66 0.38 -0.40 0.00
O 0.402 2.307 1.230 -0.59 0.17 0.74 0.00
C -0.505 -1.613 -5.818 -0.95 -0.87 -1.07 0.00
H -0.632 -0.750 5.847 0.08 -0.06 0.67 0.00
C 2.697 -3.882 -0.468 0.17 -0.30 -1.02 0.00
C -2.784 -0.714 5.522 0.26 0.43 1.05 0.02
C -0.385 -2.689 0.455 0.12 -0.82 -1.21 0.05
C 1.147 -2.375 0.696 -0.68 -0.71 0.02 -0.05
C -3.335 -0.950 3.212 -0.23 0.28 0.70 0.05
C 2.729 3.048 -1.414 -0.32 0.01 -0.23 0.01
O 1.440 -3.235 1.682 0.36 -0.18 0.54 0.00
C 3.570 0.480 -1.970 0.67 -0.07 0.98 0.00
H -3.795 -1.035 -1.234 -0.13 0.07 -0.28 0.00
H 3.901 -0.534 -2.157 0.04 0.02 -0.02 0.00
C -0.291 3.393 3.288 0.51 -0.91 -0.63 0.01
N -3.748 -0.603 0.756 0.54 -0.19 0.28 0.06
H -2.281 4.548 -0.903 -0.45 0.54 -0.41 0.00
```
Positions in Å, forces in eV/Å.

***

DFT (wB97M-V/def2-TZVPD) results for a molecular structure, C37H42BrGdN5O3S.

Computed properties:
* molecular weight: 874.00 g/mol
* DFT total energy: -154331.8717 eV
* highest occupied orbital energy (spin up / spin down): -13.15 / -15.77 eV
* 2S+1: 8
* total charge: +3
* lowest unoccupied orbital energy (spin up / spin down): -0.29630 / -0.37699 hartree
* ⟨S²⟩: 16.10

Structure (XYZ):
```
90
Properties=species:S:1:pos:R:3:forces:R:3:mulliken_spin:R:1
O -0.250 1.470 1.278 -0.11 0.29 0.64 0.28
H -1.377 5.303 1.891 0.13 -0.06 0.03 0.01
C 4.571 0.359 -1.668 -0.26 -0.19 0.32 0.00
O 1.906 -0.293 0.722 -0.37 0.41 0.75 0.02
C 5.236 -0.817 -3.775 0.04 0.09 -0.14 0.00
N -1.473 1.535 -1.144 -0.62 -0.15 0.20 0.00
C -1.480 0.976 3.249 -0.31 0.85 0.09 0.01
C -1.138 -5.204 -2.838 -0.19 0.04 0.10 0.00
C 2.754 -0.476 -0.229 1.68 -0.49 -1.28 0.00
H -0.202 -4.489 -0.188 0.06 0.14 0.04 0.00
S 0.571 -1.513 -3.160 -1.18 -0.64 -0.97 0.00
C -0.363 -2.555 2.729 0.00 -0.49 0.05 0.00
H -2.755 0.721 4.941 0.02 -0.07 0.05 0.02
H 0.480 5.625 0.824 -0.21 -0.21 0.13 -0.01
C -2.384 1.419 4.204 0.49 -1.59 0.11 0.39
H -1.485 4.476 -2.754 0.07 0.08 -0.12 0.00
C -0.277 -4.181 -3.202 0.12 0.30 0.01 0.00
C 1.461 3.804 0.813 0.33 -0.24 0.22 -0.01
C -2.359 3.617 3.318 0.84 0.43 -1.14 0.26
H 2.357 -3.794 -0.810 -0.11 -0.04 0.07 0.00
H -1.250 -4.405 2.073 -0.08 0.05 -0.12 0.00
C -1.641 -2.632 -1.959 -0.09 0.32 -0.19 0.00
Br -3.218 0.023 0.323 -0.42 0.27 -0.17 0.00
C 0.225 -3.872 0.612 -0.44 -0.45 0.16 0.00
H -1.883 -1.599 -1.697 -0.06 -0.24 -0.03 0.01
C -2.743 1.549 -0.760 0.41 -0.03 -0.04 0.00
H -1.358 -0.881 4.291 0.06 -0.05 -0.10 0.00
H 2.428 4.839 2.464 0.06 0.04 -0.04 0.01
H -4.686 2.464 -0.727 -0.09 -0.01 0.07 0.00
C -2.487 -3.664 -1.587 0.16 0.02 -0.17 0.00
H 3.624 -2.698 -2.674 0.01 -0.15 -0.09 0.00
N 0.846 -2.676 0.057 0.54 -0.21 -0.19 0.02
C -1.873 3.647 -2.188 0.00 -0.11 0.09 0.00
H -4.848 2.488 4.995 -0.10 -0.14 0.01 0.03
H 4.739 2.332 0.105 -0.03 0.11 0.04 0.00
H -0.954 -6.207 -3.197 0.06 -0.08 -0.02 0.00
C -0.872 -3.489 1.614 0.36 0.06 0.01 0.00
C -3.960 3.090 5.184 0.30 0.28 -0.31 0.00
O 0.268 -0.521 -2.047 0.22 0.38 -0.33 0.01
H -1.721 -3.007 1.100 0.12 -0.19 0.08 0.00
H -0.840 -2.813 3.683 0.14 0.08 -0.15 0.00
H 4.676 -0.305 -4.558 0.04 -0.04 -0.12 0.00
H 1.149 2.769 0.967 0.11 0.44 -0.18 -0.02
H 0.723 -2.679 2.845 -0.18 0.02 0.04 0.00
H -3.775 -5.835 -0.789 0.00 -0.03 0.05 0.00
H 6.196 -0.315 -3.686 0.11 -0.05 -0.04 0.00
C 2.702 4.147 1.668 0.00 -0.19 -0.04 0.01
H -3.871 4.432 -2.033 -0.06 0.05 -0.03 0.00
H -0.019 2.538 -2.188 0.03 0.04 0.01 0.00
C -1.050 2.580 -1.860 -0.01 0.05 -0.12 0.00
H -4.227 4.139 5.108 -0.05 0.07 0.02 0.00
H 0.980 -4.484 1.120 -0.06 0.10 -0.04 0.00
C 3.780 0.500 -0.511 -0.60 -0.93 -0.34 0.00
C -3.660 2.539 -1.047 -0.02 -0.16 0.05 0.00
C 1.946 -2.803 -0.590 -0.17 -0.16 0.31 -0.01
H -3.906 -6.202 -2.502 -0.04 -0.02 0.00 0.00
C -0.333 -0.839 -4.587 0.36 -0.04 0.34 0.00
C 3.623 -1.783 -2.099 0.20 0.37 0.23 0.00
H 2.625 1.000 1.642 0.15 0.38 -0.12 0.00
C -1.312 3.284 2.411 -0.61 1.34 0.52 0.11
C -2.888 2.725 4.217 -0.66 0.05 0.40 0.15
H 0.580 -4.389 -3.826 0.10 -0.05 -0.06 0.00
H -2.704 4.641 3.343 -0.01 0.09 -0.02 0.01
H -2.683 -7.012 -1.546 0.02 -0.06 0.06 0.00
H 5.396 -1.845 -4.087 0.07 -0.03 -0.04 0.00
H 1.711 3.940 -0.243 -0.09 -0.16 0.01 0.01
C -0.952 1.885 2.264 -0.23 -1.11 0.54 0.20
C -1.126 -0.427 3.322 0.13 -0.54 -0.11 -0.04
C -3.200 3.625 -1.783 0.18 -0.21 0.08 0.01
C -0.540 -2.889 -2.767 0.14 0.06 -0.01 0.00
C 3.333 2.906 2.327 0.18 0.89 0.29 0.00
H 2.785 2.643 3.232 0.10 -0.07 -0.06 0.00
N -0.622 -1.156 2.396 -0.36 0.17 0.68 0.01
H 3.444 4.645 1.045 0.05 0.05 0.06 0.00
Gd -0.176 -0.472 0.135 -0.25 0.45 -0.26 4.93
N 0.341 4.661 1.109 1.28 0.55 -1.21 0.25
C -3.198 -6.065 -1.682 -0.15 -0.18 -0.06 0.00
N 3.297 1.760 1.451 0.11 -0.74 -0.48 0.00
C 2.765 -1.681 -1.010 0.14 0.88 0.42 0.01
H -1.394 -0.792 -4.376 -0.16 -0.07 0.16 0.00
H -3.354 -3.460 -0.973 -0.07 0.04 0.02 0.00
C -0.770 4.412 1.763 -1.45 0.27 0.67 0.32
C 3.977 1.599 0.353 -0.16 0.23 0.55 0.00
H -0.136 -1.488 -5.434 0.02 -0.12 -0.09 0.00
H 0.055 0.155 -4.785 0.16 0.05 -0.01 0.00
H 5.284 1.135 -1.900 0.15 0.12 -0.05 0.00
C -2.251 -4.968 -2.027 0.16 0.19 -0.10 0.00
H 4.365 3.136 2.603 -0.09 -0.13 0.09 0.00
C 4.469 -0.741 -2.497 -0.12 -0.15 0.15 0.00
H -3.637 2.881 6.201 0.03 -0.10 0.15 0.02
```
Positions in Å, forces in eV/Å.